[1]
Below is a molecular structure, C11H23F6MgN3SSbSe2, with properties calculated with wB97M-V/def2-TZVPD.

Element x y z (Å)
Mg: -0.705 2.029 -0.655
C: -0.468 1.943 4.021
Se: 0.784 2.299 2.577
C: 1.809 0.642 2.935
C: 3.143 0.744 2.212
Se: 2.926 0.924 0.277
C: 4.359 2.197 -0.032
H: -1.041 1.045 3.792
H: -1.137 2.796 4.076
H: 0.077 1.819 4.956
H: 1.211 -0.202 2.591
H: 1.953 0.575 4.014
H: 3.769 -0.126 2.391
H: 3.677 1.636 2.533
H: 4.150 3.123 0.496
H: 4.390 2.389 -1.101
H: 5.309 1.778 0.287
C: 0.232 -3.484 -1.599
C: 0.664 -2.177 -2.218
N: 0.282 -1.093 -1.323
C: -0.858 -1.055 -0.579
N: -1.206 0.082 -0.028
C: -2.474 0.113 0.729
C: -2.780 -1.215 1.382
C: -2.779 -2.286 0.319
N: -1.518 -2.241 -0.415
C: -1.242 -3.391 -1.276
H: 0.797 -3.666 -0.682
H: 0.411 -4.311 -2.287
H: 0.204 -2.049 -3.201
H: 1.744 -2.136 -2.347
H: 0.725 -0.203 -1.476
H: -3.299 0.382 0.061
H: -2.393 0.911 1.464
H: -3.750 -1.181 1.879
H: -2.017 -1.443 2.131
H: -3.626 -2.149 -0.361
H: -2.863 -3.283 0.754
H: -1.823 -3.320 -2.203
H: -1.583 -4.279 -0.745
S: -1.100 3.413 1.167
F: 0.673 1.797 -2.143
Sb: -0.585 2.071 -3.647
F: -1.774 1.149 -2.510
F: -0.009 0.453 -4.354
F: -1.912 2.443 -4.888
F: 0.719 3.056 -4.523
F: -1.068 3.480 -2.451

Properties
- ⟨S²⟩ = 0.758
- energy relative to the best compared isomer or geometry (same formula, charge and spin) (kJ/mol) = 37.74
- HOMO level (alpha / beta) (eV) = -6.77 / -7.56
- multiplicity = 2
- largest force on an atom (eV Å⁻¹) = 0.89

[2]
Below is a molecular structure, C24H47BGeN6O5PbSi3 at a distorted geometry, with properties calculated with wB97M-V/def2-TZVPD.

Element x y z (Å)
Pb: 2.748 -0.044 0.622
N: 3.544 0.058 3.006
C: 2.580 -0.811 3.695
C: 1.152 -0.512 3.260
O: 0.211 -0.967 3.911
N: 1.038 0.267 2.170
C: -0.322 0.625 1.892
C: -1.160 -0.506 1.366
O: -2.439 -0.365 1.400
O: -0.610 -1.551 0.964
H: 3.408 1.028 3.275
H: 4.498 -0.201 3.231
H: 2.807 -1.850 3.444
H: 2.616 -0.721 4.782
H: -0.836 0.968 2.796
H: -0.385 1.422 1.145
O: 2.761 3.220 -0.494
B: 2.930 2.339 0.575
O: 3.185 3.057 1.745
C: 3.171 4.389 1.387
C: 3.368 5.496 2.178
C: 3.302 6.734 1.542
C: 3.052 6.835 0.177
C: 2.853 5.703 -0.611
C: 2.917 4.488 0.032
H: 3.566 5.406 3.237
H: 3.452 7.635 2.121
H: 3.014 7.812 -0.284
H: 2.665 5.773 -1.673
C: 3.138 2.785 -3.980
C: 1.774 2.879 -4.657
C: 0.972 4.064 -4.127
C: 0.978 1.575 -4.553
N: 0.572 1.247 -3.185
C: -0.555 1.543 -2.529
N: -0.468 1.081 -1.303
N: 0.749 0.511 -1.232
N: 1.377 0.603 -2.347
H: 3.714 3.689 -4.179
H: 3.710 1.933 -4.349
H: 3.036 2.692 -2.899
H: 1.925 3.018 -5.732
H: 0.838 3.993 -3.045
H: -0.011 4.135 -4.599
H: 1.500 4.995 -4.328
H: 1.556 0.726 -4.914
H: 0.059 1.644 -5.135
H: -1.392 2.063 -2.960
C: -4.598 -1.618 0.002
Si: -3.953 -0.050 0.755
C: -4.977 0.482 2.197
C: -3.740 1.267 -0.529
Ge: -1.438 -3.254 0.452
Si: -1.569 -4.356 2.592
C: 0.126 -4.840 3.198
C: -2.384 -3.143 3.739
C: -2.642 -5.845 2.247
Si: -0.355 -3.618 -1.660
C: -1.006 -2.305 -2.825
C: 1.495 -3.467 -1.480
C: -0.891 -5.324 -2.191
H: -5.623 -1.401 -0.321
H: -4.653 -2.446 0.709
H: -4.045 -1.943 -0.879
H: -6.008 0.637 1.876
H: -4.618 1.417 2.631
H: -4.980 -0.276 2.983
H: -4.724 1.583 -0.880
H: -3.179 0.882 -1.383
H: -3.218 2.140 -0.138
H: 0.750 -3.953 3.318
H: 0.624 -5.528 2.514
H: 0.046 -5.326 4.173
H: -1.775 -2.243 3.845
H: -2.487 -3.592 4.730
H: -3.382 -2.866 3.392
H: -2.215 -6.488 1.475
H: -3.644 -5.553 1.931
H: -2.739 -6.444 3.155
H: -0.927 -1.318 -2.366
H: -2.052 -2.478 -3.082
H: -0.425 -2.298 -3.751
H: 1.758 -2.520 -1.004
H: 1.981 -3.500 -2.457
H: 1.902 -4.274 -0.869
H: -1.978 -5.405 -2.242
H: -0.523 -6.090 -1.506
H: -0.495 -5.549 -3.183

Properties
- ⟨S²⟩ = 0.752
- energy relative to the best compared isomer or geometry (same formula, charge and spin) (kJ/mol) = 0.00
- HOMO level (alpha / beta) (eV) = -9.91 / -10.19
- multiplicity = 2
- net charge = +1
- largest force on an atom (eV Å⁻¹) = 1.04

[3]
Below is 15 unconnected molecules or ions with the total composition C35H83F2N29O18S at a distorted geometry, with properties calculated with wB97M-V/def2-TZVPD.

Element x y z (Å)
C: -0.374 5.004 -0.154
C: -0.077 3.783 -1.105
C: -0.340 2.369 -0.410
F: 0.768 1.491 -0.516
C: -1.560 1.699 -1.104
C: -1.479 1.214 -2.502
C: -0.139 1.318 -3.319
C: 0.643 -0.056 -3.082
C: 2.180 0.134 -2.860
C: 2.904 -1.266 -2.617
N: 4.093 -1.147 -1.718
C: -2.634 0.588 -3.172
S: -2.519 -0.032 -4.893
C: -3.939 0.388 -2.508
C: -5.160 -0.277 -3.190
C: -4.012 0.869 -1.095
C: -2.852 1.504 -0.425
C: -3.036 1.934 1.073
O: -2.578 2.944 1.542
C: -3.917 0.940 1.918
C: -3.455 0.665 3.386
C: -4.019 1.656 4.469
F: -3.874 3.036 4.103
C: -4.991 0.361 1.309
C: -5.906 -0.670 2.038
O: -7.175 -0.156 2.453
O: -6.885 0.963 3.211
C: -5.310 0.700 -0.187
O: -6.451 0.852 -0.566
H: 0.580 5.414 0.271
H: -1.022 4.691 0.703
H: -0.904 5.849 -0.667
H: -0.816 3.851 -1.952
H: 0.949 3.827 -1.549
H: -0.489 2.586 0.673
H: -0.342 1.437 -4.417
H: 0.480 2.187 -2.996
H: 0.225 -0.628 -2.204
H: 0.513 -0.742 -3.970
H: 2.456 0.769 -1.982
H: 2.702 0.596 -3.750
H: 3.203 -1.735 -3.602
H: 2.176 -1.955 -2.104
H: 3.837 -1.620 -0.849
H: 4.849 -1.730 -2.099
H: -1.771 -1.186 -4.725
H: -5.829 -0.709 -2.393
H: -5.775 0.422 -3.816
H: -4.827 -1.169 -3.791
H: -2.334 0.809 3.387
H: -3.612 -0.413 3.649
H: -5.068 1.349 4.697
H: -3.423 1.464 5.404
H: -6.131 -1.486 1.288
H: -5.344 -1.180 2.868
H: -7.315 1.719 2.751
C: -9.298 1.129 -4.234
O: -9.720 1.549 -5.298
N: -9.628 -0.102 -3.747
N: -8.462 1.849 -3.438
H: -9.291 -0.465 -2.875
H: -10.244 -0.665 -4.306
H: -8.198 2.762 -3.766
H: -8.103 1.523 -2.557
C: -7.738 -2.677 5.031
O: -6.583 -2.295 5.093
N: -8.499 -2.533 3.913
N: -8.367 -3.284 6.080
H: -9.450 -2.840 3.839
H: -8.065 -2.088 3.120
H: -7.834 -3.408 6.923
H: -9.315 -3.607 6.051
C: 7.548 0.341 -1.520
O: 7.683 -0.870 -1.639
N: 8.608 1.201 -1.555
N: 6.340 0.930 -1.345
H: 8.522 2.195 -1.460
H: 9.520 0.799 -1.683
H: 5.529 0.324 -1.314
H: 6.212 1.921 -1.247
C: 3.609 -3.319 -6.384
O: 3.392 -2.147 -6.654
N: 2.661 -4.288 -6.498
N: 4.817 -3.760 -5.945
H: 2.826 -5.257 -6.281
H: 1.753 -4.005 -6.819
H: 5.547 -3.076 -5.845
H: 5.010 -4.720 -5.719
C: 5.706 -7.470 -5.127
O: 4.685 -7.023 -5.643
N: 5.931 -8.805 -5.000
N: 6.692 -6.679 -4.639
H: 6.756 -9.193 -4.582
H: 5.223 -9.426 -5.349
H: 6.563 -5.687 -4.713
H: 7.535 -7.029 -4.214
C: 10.673 -6.626 -4.363
O: 9.473 -6.843 -4.463
N: 11.172 -5.421 -3.988
N: 11.613 -7.574 -4.619
H: 12.152 -5.225 -3.900
H: 10.508 -4.692 -3.789
H: 11.285 -8.482 -4.900
H: 12.604 -7.415 -4.543
C: -8.893 3.766 4.029
O: -8.797 2.912 3.162
N: -7.812 4.424 4.534
N: -10.088 4.134 4.562
H: -7.871 5.129 5.244
H: -6.909 4.178 4.162
H: -10.910 3.669 4.212
H: -10.191 4.833 5.274
C: -0.231 8.435 1.412
O: 0.875 7.926 1.327
N: -0.793 9.143 0.394
N: -0.996 8.336 2.532
H: -1.700 9.569 0.443
H: -0.256 9.237 -0.451
H: -0.613 7.819 3.304
H: -1.907 8.745 2.623
C: 11.732 -7.944 -0.029
O: 11.877 -8.097 1.170
N: 12.204 -8.838 -0.946
N: 11.088 -6.869 -0.562
H: 12.095 -8.729 -1.938
H: 12.686 -9.645 -0.593
H: 10.726 -6.187 0.080
H: 10.960 -6.727 -1.548
C: 15.170 -6.532 -6.529
O: 15.314 -6.683 -5.324
N: 15.640 -7.424 -7.442
N: 14.524 -5.458 -7.062
H: 15.531 -7.318 -8.433
H: 16.123 -8.231 -7.088
H: 14.162 -4.775 -6.421
H: 14.395 -5.317 -8.047
C: -13.416 2.497 5.990
O: -13.583 3.665 5.679
N: -14.402 1.564 5.896
N: -12.226 2.030 6.459
H: -14.285 0.600 6.146
H: -15.294 1.874 5.553
H: -11.477 2.694 6.540
H: -12.062 1.076 6.720
C: -4.340 3.439 7.721
O: -3.232 2.941 7.590
N: -4.954 4.116 6.721
N: -5.052 3.354 8.878
H: -5.862 4.531 6.805
H: -4.456 4.194 5.848
H: -4.628 2.856 9.641
H: -5.961 3.755 9.004
C: 4.631 8.478 0.305
O: 4.720 7.269 0.174
N: 5.724 9.298 0.303
N: 3.439 9.115 0.463
H: 5.675 10.293 0.408
H: 6.622 8.863 0.188
H: 2.605 8.544 0.470
H: 3.350 10.107 0.571
C: -2.082 -0.768 7.063
O: -3.284 -0.967 7.005
N: -1.555 0.435 7.411
N: -1.164 -1.738 6.780
H: -0.570 0.619 7.463
H: -2.204 1.178 7.627
H: -1.518 -2.641 6.518
H: -0.172 -1.597 6.820

Properties
- HOMO level (eV) = -8.67
- multiplicity = 1
- largest force on an atom (eV Å⁻¹) = 2.75

[4]
Below is a molecular structure, C9H21ClIO2P2Y at a distorted geometry, with properties calculated with wB97M-V/def2-TZVPD.

Element x y z (Å)
C: -3.668 4.389 -5.129
C: -3.455 3.057 -4.431
H: -4.482 4.234 -5.852
H: -2.753 4.707 -5.649
H: -3.948 5.167 -4.405
O: -4.066 2.042 -4.638
I: -1.859 2.754 -2.796
Y: -0.424 0.351 -0.536
P: -1.758 0.814 1.935
C: -2.776 -0.422 2.844
C: -0.962 1.858 3.246
H: -1.647 2.292 3.979
H: -3.679 2.422 1.920
H: -0.422 2.666 2.748
H: -2.485 2.751 0.633
H: -2.078 -1.117 3.339
H: -0.249 1.223 3.773
C: -3.016 1.959 1.182
H: -3.468 -0.046 3.598
H: -3.630 1.384 0.474
H: -3.356 -0.989 2.097
P: 1.890 -0.608 -1.885
C: 2.196 -2.358 -2.365
C: 1.449 0.223 -3.491
H: 3.439 1.161 -1.291
H: 4.320 -0.035 -2.265
H: 3.910 -0.400 -0.581
C: 3.562 0.094 -1.488
H: 1.270 1.291 -3.294
H: 2.225 0.128 -4.257
H: 2.950 -2.546 -3.129
H: 1.238 -2.778 -2.716
H: 0.524 -0.230 -3.873
H: 2.494 -2.899 -1.452
Cl: 0.745 2.409 -0.185
O: 1.529 -1.129 1.880
C: 0.800 -0.766 1.049

Properties
- energy relative to the best compared isomer or geometry (same formula, charge and spin) (kJ/mol) = 0.00
- HOMO level (eV) = -15.39
- multiplicity = 1
- net charge = +2
- largest force on an atom (eV Å⁻¹) = 7.21

[5]
Below is a molecular structure, C18H28Cl2IrN2O5 at a distorted geometry, with properties calculated with wB97M-V/def2-TZVPD.

Element x y z (Å)
C: 2.348 -0.529 -0.465
C: 2.507 0.484 0.472
C: 1.609 1.528 0.222
C: 3.535 0.484 1.561
C: 0.799 1.215 -0.938
C: 1.308 -0.145 -1.436
C: 1.418 -0.467 -2.883
C: 3.196 -1.728 -0.561
C: 1.591 2.815 0.927
C: 0.267 2.218 -1.877
Ir: -0.488 -0.294 -0.547
Cl: 0.324 -0.756 2.621
Cl: -0.134 -2.539 0.365
O: -1.715 -0.185 -2.090
H: 3.703 -0.531 1.940
H: 3.218 1.107 2.405
H: 4.506 0.874 1.216
H: 1.784 2.659 1.995
H: 0.600 3.264 0.818
H: 2.350 3.520 0.549
H: -0.345 2.902 -1.286
H: -0.377 1.724 -2.603
H: 1.081 2.766 -2.365
H: 0.655 0.070 -3.450
H: 1.211 -1.539 -2.974
H: 2.412 -0.200 -3.264
H: 3.294 -2.196 0.423
H: 4.211 -1.487 -0.899
H: 2.764 -2.446 -1.255
H: -2.683 0.013 -1.876
O: -0.252 -2.244 -1.636
H: -1.159 -1.810 -1.858
C: -2.994 -0.883 3.999
C: -4.134 -1.121 3.025
C: -4.122 -0.195 1.800
C: -5.436 -0.392 0.961
C: -5.715 -1.819 0.565
C: -4.143 1.262 2.287
O: -4.950 1.715 3.102
N: -3.191 2.097 1.739
C: -2.124 1.830 0.870
O: -1.457 2.781 0.471
N: -2.002 0.476 0.561
C: -2.920 -0.481 0.911
O: -2.733 -1.611 0.436
H: -2.014 -0.920 3.494
H: -3.021 -1.665 4.768
H: -3.109 0.089 4.497
H: -4.120 -2.152 2.657
H: -5.095 -0.970 3.543
H: -6.273 0.006 1.560
H: -5.360 0.261 0.077
H: -6.205 -2.359 1.378
H: -6.381 -1.817 -0.295
H: -4.782 -2.320 0.302
H: -3.261 3.074 1.987

Properties
- ⟨S²⟩ = 8.786
- HOMO level (alpha / beta) (eV) = 0.33 / -1.15
- multiplicity = 6
- net charge = -2
- largest force on an atom (eV Å⁻¹) = 4.62

[6]
Below is 2 unconnected molecules or ions with the total composition C2H3N3O3 at a distorted geometry, with properties calculated with wB97M-V/def2-TZVPD.

Element x y z (Å)
C: 0.262 0.543 0.346
C: 0.351 -1.539 0.227
H: -0.672 2.896 2.045
H: 0.424 -2.611 0.371
H: -0.619 -0.323 -3.089
N: -0.090 1.679 0.764
N: -0.041 -0.604 1.065
N: 0.663 -1.139 -1.195
O: -0.472 1.802 2.159
O: -0.816 -0.956 -1.887
O: 1.010 0.251 -0.806

Properties
- energy relative to the best compared isomer or geometry (same formula, charge and spin) (kJ/mol) = 746.48
- HOMO level (eV) = -9.68
- multiplicity = 1
- largest force on an atom (eV Å⁻¹) = 6.13

[7]
Below is C4H8N2O in the gas phase, with properties calculated with wB97M-V/def2-TZVPD.

Element x y z (Å)
O: -1.046 -2.472 0.792
C: -0.789 -1.338 0.446
N: -1.215 -0.242 1.277
C: -1.594 0.986 0.977
C: 1.241 1.000 0.019
C: 0.621 0.172 -1.104
N: -0.119 -1.027 -0.694
H: -1.312 -0.553 2.240
H: -1.513 1.073 -0.125
H: 0.514 1.542 0.628
H: 1.832 0.367 0.688
H: 1.897 1.750 -0.429
H: 1.435 -0.202 -1.733
H: -0.004 0.807 -1.745
H: 0.052 -1.862 -1.236

Properties
- energy relative to the best compared isomer or geometry (same formula, charge and spin) (kJ/mol) = 282.74
- HOMO level (eV) = -8.78
- multiplicity = 1
- largest force on an atom (eV Å⁻¹) = 0.53

[8]
Below is 3 unconnected molecules or ions with the total composition C17H37FNO8PS at a distorted geometry, with properties calculated with wB97M-V/def2-TZVPD.

Element x y z (Å)
C: 3.744 -0.579 7.473
C: 3.341 -0.169 6.388
C: 3.069 0.659 5.059
N: 1.918 0.068 4.319
P: 0.591 -0.448 5.378
C: 0.545 -2.309 5.636
C: -1.082 0.197 4.769
S: 2.407 -1.122 3.203
O: 3.346 -0.457 2.269
O: 3.110 -2.264 3.794
F: 1.087 -1.527 2.301
H: 4.227 -0.703 8.482
H: 4.007 0.764 4.435
H: 2.781 1.716 5.377
H: 1.561 -2.666 5.977
H: 0.258 -2.829 4.672
H: -0.263 -2.517 6.414
H: -0.988 1.263 4.381
H: -1.569 -0.473 3.993
H: -1.749 0.236 5.691
C: 3.533 1.003 -5.757
O: 3.913 0.655 -4.438
C: 4.685 1.655 -3.787
C: 4.190 1.915 -2.367
O: 2.908 2.533 -2.270
C: 1.773 1.763 -2.668
C: 1.472 0.543 -1.805
O: 2.448 -0.472 -1.991
C: 2.841 -1.108 -0.788
H: 4.354 0.801 -6.450
H: 2.675 0.387 -6.033
H: 3.228 2.053 -5.825
H: 4.685 2.594 -4.349
H: 5.715 1.283 -3.736
H: 4.886 2.623 -1.907
H: 4.235 1.018 -1.751
H: 1.839 1.500 -3.722
H: 0.922 2.446 -2.586
H: 0.505 0.120 -2.104
H: 1.408 0.850 -0.754
H: 2.977 -0.389 0.023
H: 3.798 -1.603 -0.963
H: 2.100 -1.864 -0.503
C: -6.968 -1.259 -0.470
O: -5.574 -1.041 -0.348
C: -4.787 -2.141 -0.788
C: -3.636 -1.689 -1.682
O: -4.017 -1.172 -2.955
C: -4.703 0.080 -2.981
C: -3.893 1.283 -2.513
O: -3.664 1.236 -1.110
C: -2.356 1.615 -0.733
H: -7.333 -1.841 0.380
H: -7.461 -0.285 -0.470
H: -7.217 -1.760 -1.410
H: -5.392 -2.881 -1.320
H: -4.370 -2.616 0.108
H: -3.031 -2.575 -1.900
H: -2.970 -0.999 -1.166
H: -5.652 0.008 -2.453
H: -4.960 0.241 -4.032
H: -4.459 2.198 -2.719
H: -2.950 1.323 -3.071
H: -1.602 1.187 -1.404
H: -2.168 1.233 0.272
H: -2.270 2.708 -0.717

Properties
- HOMO level (eV) = -8.51
- SMILES = C#CCN(P(C)C)S(=O)(=O)F.COCCOCCOC.COCCOCCOC
- multiplicity = 1
- largest force on an atom (eV Å⁻¹) = 6.27

What is the largest force on an atom in the fourth record? 7.21 eV Å⁻¹